1.
Density functional theory data (the ωB97M-V functional and the def2-TZVPD basis) for a molecular structure, C35H42BrCl5O2RuSi.

Computed properties:
lowest unoccupied orbital energy (alpha / beta)	2.3 / 2.3	eV
M	881.044	g/mol
calculated total energy	-6768.8069	hartree
total charge	-1
spin multiplicity	2
HOMO (alpha / beta)	-4.6 / -5.0	eV
<S²>	0.76

CARTESIAN COORDINATES (ANGSTROEM)
Ru  -0.82  -0.12  0.04
C  -1.06  2.05  -0.01
C  -0.14  1.93  -1.10
C  -0.81  1.20  -2.13
C  -2.10  0.88  -1.65
C  -2.32  1.44  -0.37
C  -3.69  1.75  0.20
C  -4.00  3.19  -0.25
C  -4.76  0.84  -0.40
C  -3.77  1.71  1.72
C  -0.43  0.96  -3.59
C  -0.23  2.35  -4.23
C  -1.60  0.29  -4.35
C  0.79  0.08  -3.88
C  1.21  2.63  -1.00
C  1.03  4.11  -1.36
C  2.32  2.03  -1.86
C  1.71  2.56  0.46
H  -0.90  2.66  0.86
H  -2.82  0.27  -2.17
H  -3.96  3.28  -1.34
H  -3.29  3.90  0.17
H  -5.01  3.48  0.07
H  -4.85  0.99  -1.48
H  -5.72  1.07  0.05
H  -4.53  -0.21  -0.21
H  -3.11  2.45  2.16
H  -3.50  0.73  2.11
H  -4.79  1.96  2.03
H  -1.06  3.01  -3.98
H  -0.20  2.24  -5.32
H  0.69  2.82  -3.92
H  -2.51  0.89  -4.31
H  -1.81  -0.70  -3.94
H  -1.31  0.17  -5.39
H  1.66  0.31  -3.27
H  1.07  0.21  -4.93
H  0.53  -0.96  -3.74
H  0.79  4.25  -2.42
H  1.95  4.67  -1.15
H  0.22  4.55  -0.78
H  2.12  2.12  -2.93
H  2.46  0.97  -1.62
H  3.24  2.56  -1.66
H  1.08  3.13  1.14
H  2.72  2.99  0.51
H  1.76  1.53  0.81
Cl  0.14  -3.01  1.07
C  0.35  -1.76  2.28
C  -0.11  -0.43  2.03
C  0.08  0.40  3.14
Cl  -0.39  2.08  3.08
C  0.69  0.02  4.34
Cl  0.93  1.14  5.64
C  1.14  -1.28  4.50
Cl  1.92  -1.77  5.96
C  0.96  -2.18  3.46
Cl  1.50  -3.81  3.67
C  -5.06  -4.26  0.94
Si  -4.44  -2.92  2.12
C  -5.91  -1.85  2.64
C  -3.71  -3.74  3.65
C  -3.18  -1.90  1.32
C  -2.28  -1.22  0.84
H  -5.85  -4.86  1.40
H  -4.24  -4.92  0.66
H  -5.46  -3.81  0.03
H  -6.65  -2.43  3.19
H  -6.39  -1.40  1.77
H  -5.57  -1.03  3.28
H  -4.46  -4.31  4.20
H  -3.30  -2.98  4.33
H  -2.90  -4.41  3.37
Br  4.28  -5.54  -4.82
C  3.18  -4.37  -3.80
C  1.80  -4.46  -3.92
C  1.01  -3.60  -3.17
C  1.58  -2.66  -2.33
C  2.97  -2.59  -2.22
C  3.77  -3.45  -2.96
C  0.71  -1.72  -1.55
O  -0.53  -1.77  -1.71
O  1.27  -0.92  -0.75
H  1.36  -5.20  -4.58
H  -0.07  -3.65  -3.24
H  3.39  -1.87  -1.54
H  4.85  -3.40  -2.88

Löwdin atomic charge list, values in e, 2 entries: Ru 1.21; C -0.16



2.
Density functional theory data (the ωB97M-V functional and the def2-TZVPD basis) for C5H6FNO in the gas phase.

Computed properties:
lowest unoccupied orbital energy	0.8	eV
M	115.107	g/mol
SMILES	O=C=CCC/N=C\F
calculated total energy	-423.8981	hartree
HOMO	-9.1	eV

CARTESIAN COORDINATES (ANGSTROEM)
O  2.77  1.64  0.40
C  1.71  1.46  -0.12
C  0.57  1.31  -0.66
C  -0.59  0.71  0.07
C  -0.45  -0.83  0.29
N  0.74  -1.06  0.99
C  1.86  -1.15  0.48
F  2.12  -1.33  -0.90
H  0.60  1.87  -1.61
H  -1.55  0.99  -0.24
H  -0.46  1.27  1.03
H  -1.29  -1.30  0.70
H  -0.43  -1.19  -0.85
H  2.82  -0.96  0.87

Löwdin atomic charge list, values in e, 2 entries: O 0.15; C -0.24



Going through the records in order, we get ΔE to the lowest compared entry with this formula, charge and spin values of 0.0000, 3.3018 eV.